A 9-piece molecular cluster, C36H87N9O6 overall in a non-equilibrium geometry. Source: the OMol25 dataset; level of theory: ωB97M-V/def2-TZVPD.

Geometry as XYZ:
```
138
Properties=species:S:1:pos:R:3:forces:R:3:mulliken_charge:R:1
C -8.29943 -25.50765 -5.55536 0.7951 -0.7968 0.0563 -1.127
C -7.23790 -26.06266 -4.58549 -0.4772 0.2229 -0.5298 -0.351
N -5.94412 -26.25459 -5.20541 0.6285 0.2811 0.4688 0.431
C -5.86951 -27.21833 -6.26510 -1.4052 -1.1949 -0.8348 0.506
C -6.11040 -28.72359 -5.87877 0.8250 0.7803 0.4711 -1.068
C -4.88346 -26.42184 -4.22158 0.6236 0.7585 -0.2665 -0.655
C -3.49826 -26.16124 -4.82559 0.5080 0.6688 0.4177 -0.601
H -8.54648 -26.28126 -6.28595 -0.4957 -0.0073 0.1906 0.266
H -7.90889 -24.69201 -6.16358 0.0044 0.3055 0.3721 0.195
H -9.14623 -25.21763 -4.93826 -0.2874 0.0798 -0.4220 0.433
H -7.13363 -25.33220 -3.78230 0.2575 -0.0568 0.0502 0.475
H -7.62725 -26.98353 -4.12153 -0.0255 -0.0405 0.0179 0.307
H -6.61346 -26.98459 -7.03540 -0.0276 0.2990 0.1632 0.564
H -4.93504 -27.18556 -6.82525 0.2940 0.4109 0.4391 -1.299
H -5.17508 -29.20812 -6.16226 -0.3485 -0.6758 0.0212 0.074
H -6.21630 -28.83366 -4.79689 0.0646 0.0258 0.0155 0.518
H -6.98865 -29.19677 -6.30973 0.1072 0.0851 -0.3266 0.132
H -4.88254 -27.37738 -3.67482 -0.1652 -0.1543 -0.1900 0.294
H -5.01363 -25.65716 -3.45295 -0.2811 -0.0148 -0.0329 0.464
H -3.48640 -25.35365 -5.56263 -0.5785 -0.3105 -0.3412 -0.055
H -2.97003 -27.02469 -5.22882 -0.0917 -0.0388 -0.0185 -0.055
H -2.87259 -25.67768 -4.06666 0.1582 -0.6216 0.2290 0.580
C 0.91701 -24.47180 -9.79174 -1.0003 -0.0203 -1.1164 -0.319
C 0.51247 -25.79794 -10.50430 -0.8361 0.9921 0.7548 2.350
N 0.63629 -25.85917 -11.95030 1.0450 0.2086 -0.3829 0.272
C 2.03020 -25.63528 -12.37789 -0.4209 -0.5044 -0.1125 -0.594
C 2.92475 -26.82712 -12.01234 0.1815 0.9058 0.0294 -0.982
C -0.27730 -25.01335 -12.70244 -0.5829 -1.0713 0.1672 -0.441
C -1.73398 -25.50617 -12.55556 0.2526 0.9534 -0.3358 -0.792
H 0.45984 -24.45143 -8.80264 0.8619 -0.3753 0.3035 -0.605
H 0.37492 -23.65499 -10.28932 0.2655 0.0778 -0.2364 0.322
H 1.97743 -24.24973 -9.85948 0.0767 0.0121 0.5519 0.469
H 0.99167 -26.63235 -10.00050 0.0678 -0.1344 -0.2699 -0.759
H -0.55390 -25.86813 -10.27209 0.2677 -0.4854 -0.1803 -1.780
H 2.06687 -25.45279 -13.45460 -0.2547 -0.1775 -0.0225 0.568
H 2.39608 -24.70637 -11.92462 0.3490 -0.0403 0.0293 0.276
H 2.51800 -27.79818 -12.28539 -0.3479 0.1032 0.0593 0.318
H 3.88473 -26.73784 -12.52566 0.0705 0.0881 0.1726 0.462
H 3.08417 -26.76032 -10.93893 0.2421 -0.4467 0.0096 -0.002
H -0.01370 -25.18568 -13.74724 -0.0102 0.2209 -0.0747 0.484
H -0.18279 -23.93332 -12.52182 -0.0317 0.0552 0.2139 0.297
H -2.33119 -24.87734 -13.22327 -0.1836 -0.2191 -0.0507 0.421
H -2.17424 -25.38272 -11.56582 0.2085 -0.0637 0.1087 -0.153
H -1.80652 -26.54667 -12.86110 -0.0122 -0.0537 0.0349 0.347
C -4.32064 -20.37857 -8.42899 0.5942 -0.4259 -0.7763 -1.181
C -5.22395 -21.47397 -9.01206 -0.1202 1.2949 -0.4863 -0.482
N -4.45733 -22.61643 -9.44440 0.0529 -1.9585 0.9196 0.868
C -3.31502 -22.43518 -10.29370 1.9048 1.2726 -0.3457 0.203
C -3.55470 -21.85943 -11.69682 -0.6926 -0.3794 -0.0760 -1.583
C -5.29302 -23.70081 -9.97179 -0.3639 0.4610 -0.5065 -0.694
C -6.27439 -24.38728 -9.02178 0.4497 1.0717 0.1171 -1.613
H -3.69468 -20.85438 -7.67316 -0.0598 0.2434 0.2264 0.184
H -4.78420 -19.47103 -8.05139 -0.4745 -0.2970 0.1744 0.429
H -3.64459 -20.03347 -9.21694 0.0434 0.0087 0.0848 0.265
H -5.99541 -21.70628 -8.27752 0.2722 -0.5795 0.1241 0.360
H -5.80472 -21.09552 -9.87115 0.0020 0.3365 -0.0498 0.417
H -2.51630 -21.81272 -9.85483 -0.7790 0.6105 0.4286 0.445
H -2.62927 -23.29112 -10.33543 -1.0485 -0.8537 -0.2246 -0.642
H -4.32398 -22.41212 -12.24366 0.1252 -0.2335 0.0179 0.296
H -3.95473 -20.84380 -11.66117 0.3266 0.1373 0.0983 0.336
H -2.64670 -21.90128 -12.29696 0.0509 0.1857 0.0627 0.491
H -4.66050 -24.39930 -10.52033 0.1818 -0.1457 0.2824 0.431
H -5.95123 -23.26369 -10.74384 0.0148 -0.0818 -0.2149 0.338
H -6.93714 -23.57289 -8.71728 -0.4025 -0.4558 0.1711 0.643
H -5.84365 -24.80412 -8.10991 0.1732 -0.1785 -0.1609 0.102
H -6.82561 -25.12400 -9.60094 -0.1731 -0.0848 0.2142 0.451
C -2.62765 -26.23131 -8.65357 0.0294 0.5199 0.2904 1.674
C -1.71527 -27.28396 -8.08251 0.4017 -1.0326 0.3488 -0.883
O -0.52026 -27.11385 -7.89010 0.1190 0.6635 -0.2565 -0.364
N -2.30041 -28.44670 -7.74123 -1.2521 0.4704 0.6061 1.240
C -1.64025 -29.65048 -7.29219 0.9762 0.6517 -0.2031 -0.417
H -1.99871 -25.46426 -9.10271 -0.2051 0.0510 0.0762 -0.609
H -3.17909 -25.78705 -7.81980 0.0285 0.1241 -0.0484 -0.144
H -3.36565 -26.57564 -9.37465 0.1420 -0.3497 -0.0568 -0.202
H -3.27119 -28.52613 -7.99175 0.0431 -0.2464 -0.2466 -0.854
H -1.41499 -30.20302 -8.20369 0.0637 -0.6145 0.3953 0.165
H -2.18686 -30.19645 -6.52477 -0.4645 -0.0776 -0.3939 -0.006
H -0.69912 -29.39217 -6.80296 0.0681 0.1228 -0.2459 -0.099
C -1.82765 -28.84047 -2.69564 -0.5573 -0.8232 -0.1014 -0.442
C -1.59579 -30.17505 -3.36367 1.1883 0.0621 -0.6528 0.705
O -0.47700 -30.62966 -3.54808 -0.3336 0.0204 0.1871 -0.655
N -2.71109 -30.79262 -3.82823 -0.2333 0.2185 0.6256 -0.082
C -2.67441 -32.15789 -4.29218 -0.6493 -0.4137 0.0985 -1.072
H -1.07328 -28.14028 -3.03693 0.0084 0.1097 0.2286 0.227
H -1.79237 -29.04377 -1.62389 0.2067 0.4212 0.0419 0.364
H -2.83675 -28.52180 -2.95747 0.0947 0.4610 0.1303 -0.229
H -3.55368 -30.43919 -3.40513 -0.2416 -0.2497 -0.2685 0.250
H -1.92032 -32.25855 -5.06741 -0.0855 -0.0721 -0.0660 0.238
H -3.67256 -32.40649 -4.65458 0.2001 0.0544 -0.4544 0.380
H -2.48558 -32.89827 -3.50843 0.3732 0.2473 0.1325 0.393
C -2.29729 -32.81972 -8.61915 -0.0230 -0.5837 0.1349 -0.486
C -3.22433 -33.82931 -7.96182 0.5520 0.8741 0.5007 0.433
O -4.12935 -33.44892 -7.22751 -0.2883 -0.2115 -0.4506 -0.632
N -2.93775 -35.15125 -8.08780 -0.5471 1.1100 0.1766 -0.111
C -1.74745 -35.71327 -8.64641 0.7099 -1.2856 -0.5728 -0.982
H -1.52540 -32.59971 -7.87842 0.1365 0.0268 -0.1192 0.304
H -2.81723 -31.89082 -8.83048 -0.1805 -0.0867 -0.0235 -0.164
H -1.82763 -33.21281 -9.51947 0.0403 0.1154 -0.0032 0.485
H -3.70607 -35.67461 -7.69298 0.5272 -0.6319 0.0440 0.269
H -1.48371 -36.64410 -8.13831 -0.3714 -0.0632 0.0110 0.337
H -0.81584 -35.15424 -8.55154 -0.4857 0.6818 0.2816 0.325
H -1.83726 -35.95328 -9.71058 -0.1343 0.0172 0.0036 0.314
C -5.90375 -27.85764 -10.57987 -0.4806 0.0987 0.0820 -0.639
C -5.32707 -29.06665 -9.86285 1.1411 1.2780 0.5085 0.781
O -4.11277 -29.21375 -9.73457 -0.3936 -0.3140 -0.3641 -0.664
N -6.22049 -29.86389 -9.26457 -0.8268 -0.6302 -0.2391 -0.061
C -5.86554 -31.04308 -8.49863 -0.1675 0.1318 0.7264 -0.717
H -5.51036 -26.87556 -10.31280 0.6141 -0.4043 0.5106 -0.291
H -6.95750 -27.77429 -10.30406 -0.1738 -0.0749 -0.6925 0.406
H -5.70427 -27.91775 -11.64970 -0.4321 -0.2865 -0.0504 0.283
H -7.19186 -29.63252 -9.37512 -0.0135 -0.0889 -0.0596 0.232
H -4.88547 -30.84076 -8.07843 0.1035 -0.4635 -0.0099 -0.009
H -5.91413 -32.01036 -8.99809 0.3903 0.2774 -0.5961 0.357
H -6.56636 -31.17590 -7.67315 0.0424 0.3448 0.0980 0.328
C 1.66252 -22.53091 -4.83330 -0.8120 0.7043 0.6122 -1.162
C 0.62903 -23.25498 -5.69096 1.5894 -0.6454 0.4137 0.603
O 0.80106 -24.42466 -5.99847 -0.4916 0.2695 -0.1112 -0.584
N -0.41546 -22.50916 -6.09809 -0.2255 -0.5127 -0.5010 -0.105
C -1.44239 -23.07592 -6.97182 0.3430 0.7859 0.0767 0.541
H 1.38342 -21.47338 -4.77862 0.4533 0.0660 -0.1136 0.358
H 2.69260 -22.65876 -5.14917 -0.1284 -0.0545 -0.4360 0.283
H 1.63406 -22.86202 -3.79248 -0.1931 -0.3504 -0.1306 0.279
H -0.50790 -21.57320 -5.75467 -0.0482 0.0869 -0.0706 0.237
H -2.14931 -23.65364 -6.38214 -0.2686 -0.0094 -0.2383 -0.073
H -1.01571 -23.68838 -7.76297 0.1952 -0.1790 0.3743 -0.659
H -1.88729 -22.22780 -7.49093 -0.4995 -0.1555 0.1882 0.243
C 2.80578 -28.53752 -8.90593 1.0708 0.7126 -0.8309 -0.926
C 2.57178 -28.97945 -7.49211 0.7668 -2.1126 0.0012 0.594
O 3.06557 -30.05444 -7.12448 -0.2222 0.7843 0.2613 -0.727
N 1.84832 -28.17178 -6.71340 -0.0812 0.4077 0.0624 0.048
C 1.66082 -28.32113 -5.28121 -0.0335 0.0625 -0.2375 -0.956
H 3.22895 -27.52487 -8.89724 -0.9281 0.2860 -0.0880 0.294
H 1.98391 -28.68795 -9.60448 -0.3339 0.4645 0.3072 0.298
H 3.64539 -29.03647 -9.39538 -0.1221 -0.7517 0.5756 0.434
H 1.24393 -27.50801 -7.18283 0.1351 0.1123 0.1469 0.230
H 0.59022 -28.34444 -5.08303 -0.0041 -0.0148 0.2613 0.087
H 2.11625 -27.47448 -4.76629 -0.1451 0.1074 0.0398 0.324
H 2.11951 -29.22370 -4.89074 -0.0454 -0.1926 -0.3103 0.411
```
Forces are in eV/Å.

As for the SMILES: CCN(CC)CC.CCN(CC)CC.CCN(CC)CC.CNC(C)=O.CNC(C)=O.CNC(C)=O.CNC(C)=O.CNC(C)=O.CNC(C)=O. The total energy comes out at -64439.7560 eV. The value obtained for the HOMO energy is -7.9 eV. The calculation puts the max |F| at 0.045 hartree/bohr.